Entry 1:
The following is a DFT calculation (ωB97M-V/def2-TZVPD) of a structure of composition C27H75BeN6O11 at a distorted geometry.

Output
Molecular weight in g mol⁻¹: 668.940
Largest force on an atom in hartree/bohr: 0.101
Frontier orbital gap in Ha: 0.27106

```
! wB97M-V def2-TZVPD RIJCOSX def2/J DEFGRID3
* xyz 1 1
Be -0.62946 2.06379 -0.19183
O -0.11242 -2.01952 0.97963
C -0.24819 -0.89313 0.38466
O 0.76438 -0.22230 0.07189
O -1.40306 -0.55460 0.09303
H -1.07037 -2.06330 1.02463
C 3.97389 0.12517 2.16218
C 4.58460 -0.38265 0.83533
C 4.71727 -1.90021 0.76920
O 5.28173 -2.43756 -0.43507
C 5.40654 -3.87928 -0.29193
N 3.75176 0.08704 -0.17057
H 4.55012 -0.37841 2.93835
H 2.91482 -0.12450 2.22635
H 4.18557 1.19169 2.23864
H 5.53946 0.10490 0.63872
H 3.73299 -2.32602 0.96406
H 5.41445 -2.24209 1.53415
H 6.01008 -4.10611 0.58692
H 5.89831 -4.34591 -1.14547
H 4.36462 -4.19450 -0.23589
H 3.83433 -0.46298 -1.01363
H 2.77210 -0.06140 0.02525
C -4.85691 0.15213 3.97923
C -3.63554 -0.15496 3.13605
C -2.45657 -0.66002 3.97822
O -1.29767 -0.49443 3.21541
C -0.06408 -0.87899 3.87861
N -3.92608 -0.91418 1.90861
H -5.63398 0.58738 3.35088
H -4.68345 0.80129 4.83749
H -5.13655 -0.84543 4.31804
H -3.34597 0.81922 2.74209
H -2.62066 -1.63679 4.43330
H -2.42949 -0.00091 4.84594
H 0.20420 -0.35734 4.79730
H 0.81280 -0.75833 3.24250
H -0.01029 -1.96334 3.97547
H -3.01640 -1.05858 1.49420
H -4.15060 -1.85128 2.21111
C 0.69868 -0.36704 -4.49222
C 0.77318 0.73903 -3.41695
C 1.11538 2.10194 -4.11416
O 1.38187 3.12142 -3.10815
C 1.97560 4.18649 -3.66839
N -0.47937 0.76977 -2.63746
H 0.11643 -0.04712 -5.35637
H 0.36093 -1.33932 -4.13346
H 1.72753 -0.36360 -4.85215
H 1.65989 0.62937 -2.79260
H 0.29996 2.34083 -4.79690
H 1.98726 1.98388 -4.75757
H 1.38233 4.82105 -4.32678
H 2.84911 3.83831 -4.21961
H 2.36579 4.90529 -2.94784
H -0.90993 -0.11014 -2.39151
H -1.15495 1.23381 -3.22767
C 3.93376 3.56889 -0.33253
C 2.45556 3.50515 0.13423
C 1.58658 4.79327 -0.00813
O 0.11848 4.50696 0.21879
C -0.55885 5.69224 0.40680
N 1.83995 2.42701 -0.60866
H 4.41922 2.59299 -0.32577
H 4.53695 4.16978 0.34806
H 4.17027 4.08219 -1.26456
H 2.49771 3.20957 1.18255
H 1.62602 5.27926 -0.98300
H 1.94670 5.54545 0.69374
H -0.57861 6.35097 -0.46141
H -0.06449 6.27449 1.18443
H -1.57116 5.59356 0.79869
H 2.48473 1.64972 -0.62214
H 1.80749 2.71217 -1.57704
C -5.27196 1.96638 0.06155
C -3.87319 1.89604 -0.39054
C -3.51352 2.96545 -1.50274
O -2.09650 3.02897 -1.74944
C -1.91702 4.06742 -2.71084
N -3.04564 2.07014 0.78204
H -5.55007 2.86927 0.60518
H -5.51740 1.14313 0.73245
H -5.90227 2.04283 -0.82444
H -3.64138 0.88589 -0.72809
H -3.77742 3.94752 -1.11031
H -4.03112 2.57783 -2.38021
H -2.12895 3.79812 -3.74557
H -0.92991 4.47528 -2.92847
H -2.41591 4.96953 -2.35674
H -3.47175 2.89330 1.18323
H -3.17899 1.38185 1.50907
C 0.59108 -6.49327 3.13009
C -0.06384 -5.37418 2.33054
C -1.40627 -5.01655 2.88609
O -2.04911 -3.84062 2.21266
C -2.71531 -4.23859 1.08988
N 0.92078 -4.39065 2.07772
H 0.84053 -6.21549 4.15416
H 1.53406 -6.76019 2.65296
H -0.04981 -7.37378 3.17541
H -0.31429 -5.76489 1.34428
H -1.35885 -4.81338 3.95593
H -1.84200 -5.99741 2.69598
H -3.27482 -3.39022 0.69577
H -3.54838 -4.92606 1.23647
H -2.12443 -4.75375 0.33253
H 0.99211 -3.62646 2.73424
H 0.54169 -3.81234 1.34155
C -3.55931 -1.50250 -2.80616
O -3.29703 -1.97763 -1.47775
H -2.76079 -1.94328 -3.40298
H -4.46231 -1.92010 -3.25147
H -3.73833 -0.42732 -2.81213
H -2.51913 -1.52941 -1.13779
C 2.82965 -2.26232 -2.70323
O 4.13683 -1.70440 -2.76160
H 2.57385 -2.39261 -3.75475
H 2.98706 -3.22522 -2.21730
H 2.10046 -1.66086 -2.16040
H 4.51264 -1.80664 -1.88416
*
```

Atom charges from the Löwdin analysis, given in e for atoms 1 to 5: atom 1 (Be): 0.9888, atom 2 (O): 0.1337, atom 3 (C): -0.8636, atom 4 (O): -0.0282, atom 5 (O): -0.0446


Entry 2:
The following is a DFT calculation (ωB97M-V/def2-TZVPD) of a cluster of 11 separate species, C27H76N4O11 in total at a distorted geometry.

Output
Molecular weight in g mol⁻¹: 632.922
Largest force on an atom in hartree/bohr: 0.216
SMILES: NC(N)=O.NC(N)=O.CC(C)O.CC(C)O.CC(C)O.CC(C)O.CC(C)O.CC(C)O.CC(C)O.CC(C)O.CO
Frontier orbital gap in Ha: 0.30931

```
! wB97M-V def2-TZVPD RIJCOSX def2/J DEFGRID3
* xyz 0 1
N -3.28325 -0.05316 3.21152
C -2.18001 -0.68439 2.89791
N -2.36069 -1.77601 2.24002
O -0.88642 -0.22054 3.19113
H -3.30056 0.72374 3.85490
H -4.13726 -0.47001 3.02328
H -1.47323 -2.16023 2.10251
H -3.18837 -2.41038 2.23455
N 1.45450 4.04737 1.44866
C 1.02922 4.30415 0.23485
N 0.19910 3.46827 -0.28156
O 1.34938 5.38617 -0.48562
H 2.08929 4.80590 1.89630
H 1.03945 3.35859 2.15421
H -0.19645 3.79248 -1.18908
H -0.10332 2.58622 0.05857
C 2.19408 -1.11521 2.89424
C 3.34817 -0.34234 3.42766
C 4.15988 -1.19656 4.37587
O 4.19055 0.08171 2.60462
H 1.56227 -0.43210 2.27943
H 1.56781 -1.65878 3.64132
H 2.59433 -1.94004 2.27654
H 2.95911 0.56372 3.98102
H 3.56524 -1.73949 5.12373
H 4.83026 -0.54613 4.88289
H 4.77231 -1.93406 3.85616
H 3.75642 0.60999 1.91388
C 3.56270 2.64278 -1.22817
C 2.78108 1.58321 -0.44978
C 3.15846 0.16917 -0.71314
O 2.64106 1.72030 0.78050
H 4.62152 2.61589 -0.89961
H 3.24628 3.64979 -1.10545
H 3.52403 2.30314 -2.27766
H 1.81675 1.79979 -0.93519
H 3.28214 0.01467 -1.81235
H 2.44232 -0.63258 -0.43367
H 4.04648 -0.02569 -0.20056
H 2.27431 2.64061 0.89161
C -0.30457 -1.91217 -5.52273
C 0.06261 -2.94947 -4.43312
C 0.75274 -2.27273 -3.19564
O -0.92927 -3.50243 -3.96716
H 0.56316 -1.69424 -6.15645
H -0.64901 -1.04692 -4.99769
H -1.02211 -2.32309 -6.18458
H 0.74362 -3.68053 -4.89792
H 1.04102 -2.97549 -2.38563
H 0.06878 -1.60492 -2.65112
H 1.66121 -1.74315 -3.50768
H -1.24715 -2.99113 -3.21046
C -5.23157 1.05446 -0.70157
C -4.12390 1.17389 0.33658
C -2.94611 2.06649 -0.09945
O -4.64205 1.59115 1.40056
H -6.17642 0.63001 -0.42996
H -4.75579 0.45924 -1.49259
H -5.46349 2.05833 -0.97600
H -3.71878 0.15320 0.34620
H -2.23504 1.62004 -0.83553
H -2.37812 2.26788 0.79279
H -3.12364 2.98308 -0.59960
H -4.13875 1.28209 2.16933
C 1.46910 -4.03515 0.40363
C 0.82768 -4.35047 1.75391
C 1.90037 -4.74638 2.82691
O 0.11317 -3.38124 2.19366
H 0.77847 -3.52274 -0.21537
H 1.72218 -4.93959 -0.14823
H 2.36933 -3.36328 0.42068
H 0.16458 -5.14103 1.67324
H 1.40622 -5.10286 3.72186
H 2.54339 -3.95494 3.06762
H 2.50544 -5.63354 2.56517
H -0.01011 -3.46607 3.15472
C -2.69292 -1.07264 -2.48330
C -2.82739 -2.21939 -1.53519
C -3.76527 -3.22132 -2.24358
O -1.69912 -2.70634 -1.25739
H -2.24065 -0.24422 -1.92568
H -3.63733 -0.69499 -2.80875
H -2.11992 -1.28746 -3.40665
H -3.27049 -1.88446 -0.58308
H -3.87773 -4.15207 -1.71748
H -3.41314 -3.56423 -3.18459
H -4.71004 -2.79034 -2.49339
H -1.87938 -3.43424 -0.64881
C 0.89466 3.80380 4.60981
C 0.08659 2.71376 4.01359
C -1.25562 3.24470 3.44408
O 0.56367 2.09778 3.04450
H 0.43525 4.09388 5.53428
H 1.02784 4.64223 3.96554
H 1.81496 3.46263 4.86645
H -0.19991 2.02862 4.79889
H -1.02910 3.73800 2.52487
H -1.87479 3.87189 4.13155
H -1.83004 2.39475 3.17275
H 0.14473 1.22783 2.99020
C 1.43977 1.26541 -5.35645
C 0.17605 1.76728 -4.71703
C 0.30657 1.64936 -3.20443
O -0.11567 2.97067 -4.92261
H 2.26943 1.94614 -4.99004
H 1.30012 1.37258 -6.41156
H 1.62637 0.22122 -4.97379
H -0.64289 1.10493 -5.13818
H 1.12585 2.21306 -2.81000
H 0.48524 0.64827 -2.93242
H -0.62835 1.97565 -2.67427
H -0.05001 3.07789 -5.88289
C -0.23428 -0.38147 0.11961
O -0.02453 0.88559 0.58227
H 0.07183 -1.20267 0.83440
H 0.10235 -0.51545 -0.88926
H -1.28985 -0.49979 0.10453
H 0.89098 0.91683 0.76905
*
```

Atom charges from the Löwdin analysis, given in e for atoms 1 to 5: atom 1 (N): 0.1800, atom 2 (C): -0.5261, atom 3 (N): 0.2001, atom 4 (O): -0.0865, atom 5 (H): 0.1376


Entry 3:
The following is a DFT calculation (ωB97M-V/def2-TZVPD) of a cluster of 11 separate species, C27H76O11 in total at a distorted geometry.

Output
Molecular weight in g mol⁻¹: 576.894
Largest force on an atom in hartree/bohr: 0.093
SMILES: CC(C)O.CC(C)O.CC(C)O.CC(C)O.CC(C)O.CC(C)O.CC(C)O.CC(C)O.CC(C)O.O.O
Frontier orbital gap in Ha: 0.34915

```
! wB97M-V def2-TZVPD RIJCOSX def2/J DEFGRID3
* xyz 0 1
C -4.35351 4.03438 -0.43690
C -3.09863 3.19572 -0.72751
C -3.48498 1.72530 -0.89313
O -2.38593 3.73559 -1.80328
H -3.94238 5.01697 -0.20542
H -4.88706 3.73731 0.46597
H -4.97099 4.26175 -1.30587
H -2.45036 3.26051 0.14636
H -4.01318 1.67734 -1.84539
H -4.27047 1.45559 -0.18719
H -2.71233 0.96305 -0.99361
H -1.64761 3.18001 -2.06371
C 1.84297 4.01565 -4.55591
C 1.54807 2.67825 -5.31942
C 0.37981 1.93932 -4.75873
O 1.08226 3.16380 -6.58900
H 2.74971 4.34519 -5.06318
H 1.92716 3.74153 -3.50430
H 0.95099 4.61241 -4.74657
H 2.46574 2.10847 -5.46548
H 0.14789 1.05526 -5.35265
H -0.46342 2.62981 -4.74212
H 0.57082 1.64444 -3.72691
H 1.83806 3.35670 -7.14860
C 5.01158 -0.83251 -3.32329
C 5.01556 0.53029 -4.13726
C 4.38913 1.49481 -3.22969
O 6.28931 0.92408 -4.43556
H 5.53049 -1.63214 -3.85188
H 3.99587 -1.20958 -3.20391
H 5.49603 -0.75300 -2.35010
H 4.59354 0.38996 -5.13240
H 4.30134 2.47206 -3.70442
H 5.02228 1.65161 -2.35640
H 3.44438 1.16287 -2.79915
H 6.30263 1.80716 -4.81186
C 3.55757 -1.12362 0.40489
C 3.71765 0.09631 1.24207
C 3.79915 1.35256 0.43056
O 2.60863 0.09213 2.11213
H 3.00131 -1.93789 0.86926
H 4.47156 -1.69052 0.22780
H 3.05723 -0.92969 -0.54387
H 4.51810 -0.02479 1.97194
H 3.75550 2.21003 1.10209
H 3.00052 1.43303 -0.30688
H 4.78361 1.23423 -0.02214
H 1.79883 -0.07296 1.62368
C -1.00695 -0.94226 -3.50184
C -2.00859 -1.85364 -2.77167
C -3.44005 -1.57915 -3.10388
O -1.79301 -3.22741 -3.13163
H -0.90451 -1.29374 -4.52852
H -0.00663 -0.85558 -3.07763
H -1.54350 0.00636 -3.51976
H -1.88472 -1.82069 -1.68923
H -3.54728 -1.69623 -4.18226
H -3.76266 -0.55650 -2.90840
H -4.05035 -2.32348 -2.59242
H -2.35580 -3.75778 -2.56280
C 0.11108 0.22823 8.71466
C -0.92072 -0.15210 7.65373
C -0.36724 0.06991 6.26458
O -1.30256 -1.51261 7.73527
H 0.41548 1.27424 8.75062
H 1.08353 -0.25435 8.61694
H -0.25187 -0.16393 9.66470
H -1.79721 0.49502 7.68675
H -0.83934 -0.40644 5.40533
H 0.71035 -0.06351 6.16917
H -0.53067 1.12408 6.04068
H -0.49924 -2.03269 7.65920
C -0.39448 -6.52155 0.52358
C -0.64796 -5.32873 -0.23238
C -0.00241 -5.25910 -1.59165
O -2.00357 -5.14503 -0.58761
H -0.80435 -6.29975 1.50893
H 0.68800 -6.63511 0.58221
H -0.90805 -7.37694 0.08466
H -0.41970 -4.42629 0.33473
H -0.02374 -4.31424 -2.13470
H -0.16695 -6.07202 -2.29889
H 1.06139 -5.41670 -1.41386
H -2.35848 -5.49519 0.23278
C 0.51734 3.53637 0.62862
C 0.50608 3.49167 2.17199
C -0.31086 2.32691 2.73981
O 1.79646 3.28000 2.75192
H -0.48759 3.68295 0.23274
H 0.73687 2.54935 0.22157
H 1.24745 4.28500 0.32105
H 0.22250 4.43249 2.64373
H -0.26576 2.27040 3.82741
H 0.00501 1.38300 2.29555
H -1.34968 2.42342 2.42418
H 2.21951 2.52233 2.34135
C -3.03476 -2.15294 1.00989
C -2.66752 -2.00356 2.47159
C -1.82372 -3.14460 2.88225
O -1.90496 -0.80944 2.56541
H -2.13795 -2.16252 0.39042
H -3.66069 -1.32649 0.67334
H -3.72374 -2.99012 0.89794
H -3.53688 -1.90409 3.12152
H -0.79584 -3.17836 2.52109
H -2.27371 -4.00464 2.38631
H -1.79218 -3.46469 3.92371
H -2.54839 -0.09723 2.54659
O -3.68737 1.31062 2.33233
H -4.55929 0.98694 2.10599
H -3.74164 1.51346 3.26621
O 0.05876 -0.21531 0.51598
H -0.19253 -0.86057 -0.14489
H -0.62660 -0.27414 1.18160
*
```

Atom charges from the Löwdin analysis, given in e for atoms 1 to 5: atom 1 (C): -0.0407, atom 2 (C): -0.5073, atom 3 (C): -0.0554, atom 4 (O): -0.0323, atom 5 (H): 0.0764


> Look up the molecular weight of the third one.

576.894 g mol⁻¹